<a>
DFT (ωB97M-V/def2-TZVPD) results for a molecular structure, C4H9N.

Structure (XYZ):
```
14
Properties=species:S:1:pos:R:3
C 1.80 0.84 0.17
H 1.75 -1.25 -0.40
C 1.48 -0.52 0.36
H -2.41 -1.10 0.68
H 2.36 1.11 -0.72
H -3.09 0.00 -0.55
N -0.70 1.37 -0.38
C -2.23 -0.62 -0.28
C -0.99 0.20 -0.21
H 1.44 -0.93 1.37
H -2.11 -1.41 -1.03
H 2.04 1.43 1.04
H 0.59 1.38 -0.15
H 0.06 -0.50 0.10
```

## Properties
HOMO level (eV): -9.40
Total charge: 0

natural (NBO) atomic charge list, values in e, 8 entries: -0.61 0.22 -0.46 0.23 0.22 0.23 -0.45 -0.66



<b>
DFT (ωB97M-V/def2-TZVPD) results for C4H9N in the gas phase.

Structure (XYZ):
```
14
Properties=species:S:1:pos:R:3
H -0.47 0.17 1.47
C 1.23 0.02 0.06
N 1.57 1.36 0.15
H -1.22 1.08 -1.35
C -1.04 -1.32 -0.02
H -1.05 -1.43 -1.11
H -0.76 2.17 0.07
C -0.83 1.18 -0.34
H -2.07 -1.42 0.33
H -0.47 -2.15 0.40
H 1.14 -0.44 -0.93
H 2.59 1.44 0.21
C -0.45 0.02 0.39
H 1.83 -0.68 0.67
```

## Properties
HOMO level (alpha / beta) (eV): -7.67 / -9.29
Total charge: 0

natural (NBO) atomic charge list, values in e, 8 entries: 0.22 -0.26 -0.50 0.17 -0.61 0.20 0.20 -0.24



On energetic grounds, <a> is preferred over the next structure by 1.150 eV.



<a>
DFT (ωB97M-V/def2-TZVPD) results for C4H9N in the gas phase.

Structure (XYZ):
```
14
Properties=species:S:1:pos:R:3
H 0.84 1.50 1.45
H 0.61 -1.11 -1.88
H -0.88 -0.04 -1.61
H 0.71 1.49 -1.39
C -0.07 -0.48 -1.14
N -0.32 -0.28 1.39
C -0.52 -1.21 0.21
H -0.73 1.82 0.48
H -1.51 -1.67 0.15
H 0.08 -2.19 0.27
H 1.81 0.39 -0.37
C 0.73 0.74 -0.59
C 0.17 1.06 0.71
H -0.89 -0.02 2.32
```

## Properties
HOMO level (eV): -8.25
Total charge: 0
SMILES string: C1CCNC1

natural (NBO) atomic charge list, values in e, 8 entries: 0.20 0.22 0.19 0.22 -0.40 -0.70 -0.22 0.15



<b>
DFT (ωB97M-V/def2-TZVPD) results for C4H9N in the gas phase.

Structure (XYZ):
```
14
Properties=species:S:1:pos:R:3
H 1.48 -2.04 -1.52
C -0.74 1.60 1.91
C -0.03 -0.30 0.40
H 1.14 0.27 -1.25
H 0.06 -1.93 -2.44
N 0.52 -1.73 -1.57
C 0.28 -0.38 -1.10
H 0.76 -0.75 0.99
H -0.55 0.06 -1.65
H -0.97 -0.78 0.67
H -0.86 2.64 2.19
H -1.02 0.92 2.72
H 0.19 1.87 0.06
C -0.17 1.15 0.81
```

## Properties
HOMO level (eV): -9.08
Total charge: 0
SMILES string: C=CCCN

natural (NBO) atomic charge list, values in e, 8 entries: 0.37 -0.40 -0.45 0.16 0.37 -0.86 -0.20 0.21



On energetic grounds, <b> is preferred over the next structure by 1.035 eV.



<a>
DFT (ωB97M-V/def2-TZVPD) results for C4H9N in the gas phase.

Structure (XYZ):
```
14
Properties=species:S:1:pos:R:3
H -2.04 1.27 0.00
H -1.61 -1.76 0.71
C 2.15 0.03 0.12
H 2.28 0.38 1.27
C -0.26 -0.04 0.18
H -0.09 -2.08 -0.38
H -0.61 1.70 -1.23
N 1.06 -0.08 -0.44
H -1.44 -1.32 -1.22
C -0.91 1.32 -0.18
C -0.94 -1.41 -0.21
H -0.25 -0.16 1.31
H 3.09 0.06 -0.48
H -0.43 2.09 0.57
```

## Properties
HOMO level (eV): -9.30
Total charge: 0
SMILES string: C=NC(C)C

natural (NBO) atomic charge list, values in e, 8 entries: 0.22 0.21 -0.04 0.12 -0.08 0.22 0.23 -0.41



<b>
DFT (ωB97M-V/def2-TZVPD) results for 2 unconnected molecules or ions with the total composition C4H9N.

Structure (XYZ):
```
14
Properties=species:S:1:pos:R:3
H -2.52 3.66 -1.45
H 2.28 -1.26 0.39
H -0.16 -1.50 0.87
C -1.22 2.07 -1.79
H -0.19 -1.38 2.70
H -1.45 3.83 -2.98
C 0.10 -1.94 1.82
C -1.72 3.27 -2.07
N 1.51 -2.31 2.00
H -0.47 -2.90 1.74
C 2.31 -2.13 1.03
H -1.33 1.56 -0.83
H 3.12 -2.84 0.82
H -0.26 1.85 -2.27
```

## Properties
HOMO level (eV): -9.11
Total charge: 0
SMILES string: C=NC.C=C

natural (NBO) atomic charge list, values in e, 8 entries: 0.19 0.14 0.17 -0.40 0.21 0.20 -0.44 -0.37



<c>
DFT (ωB97M-V/def2-TZVPD) results for 2 unconnected molecules or ions with the total composition C4H9N.

Structure (XYZ):
```
14
Properties=species:S:1:pos:R:3
H -0.45 -2.03 0.73
H 0.02 -1.99 1.30
H 1.97 -0.08 0.70
C 0.05 0.11 -0.42
H -1.38 1.53 -1.20
H -1.63 1.15 0.53
C 0.56 -0.41 -1.55
H -2.07 -0.07 -0.71
H 1.21 1.09 2.58
N 0.59 1.02 1.76
H 1.57 -0.79 -1.59
C 0.95 0.30 0.76
C -1.33 0.72 -0.45
H -0.07 -0.55 -2.43
```

## Properties
HOMO level (eV): -9.47
Total charge: 0
SMILES string: [H]/N=C/C(=C)C.[H][H]

natural (NBO) atomic charge list, values in e, 8 entries: 0.01 0.00 0.16 -0.06 0.23 0.25 -0.36 0.22



<d>
DFT (ωB97M-V/def2-TZVPD) results for C4H9N in the gas phase.

Structure (XYZ):
```
14
Properties=species:S:1:pos:R:3
H -0.36 0.75 3.28
H -0.32 -1.62 -0.75
C 0.09 -0.43 -2.37
H -1.22 1.56 1.96
C 0.00 0.15 -0.01
C -0.28 1.09 2.25
H 0.53 1.82 2.27
H 0.41 0.60 -2.44
H -0.93 -0.56 -2.71
H 0.46 -1.00 1.58
C 0.04 -0.03 1.31
H 0.73 -1.04 -2.99
H -0.19 1.17 -0.37
N 0.29 -0.84 -0.97
```

## Properties
HOMO level (eV): -7.89
Total charge: 0
SMILES string: C/C=C/NC

natural (NBO) atomic charge list, values in e, 8 entries: 0.22 0.37 -0.41 0.21 -0.01 -0.64 0.21 0.20



On energetic grounds, <d> is preferred over the next structure by 0.644 eV.



<a>
DFT (ωB97M-V/def2-TZVPD) results for 2 unconnected molecules or ions with the total composition C3H8N2.

Structure (XYZ):
```
13
Properties=species:S:1:pos:R:3
H 0.31 -1.23 -4.94
H -0.26 -2.47 5.68
H -1.12 2.66 -4.80
C -0.32 0.70 -4.74
N -0.92 1.85 -5.39
H -0.19 -1.38 7.06
H 1.27 -0.52 4.57
C 0.22 -1.59 6.10
N -0.08 -0.41 -5.29
H 1.31 0.21 6.33
C 0.96 -0.64 5.57
H -0.12 1.06 -3.71
H -1.05 1.77 -6.44
```

## Properties
HOMO level (eV): -9.32
Total charge: 0
SMILES string: [H]/N=C/N.C=C

natural (NBO) atomic charge list, values in e, 8 entries: 0.37 0.20 0.40 0.31 -0.87 0.19 0.19 -0.39



<b>
DFT (ωB97M-V/def2-TZVPD) results for C3H8N2 in the gas phase.

Structure (XYZ):
```
13
Properties=species:S:1:pos:R:3
C -0.51 -0.02 0.56
H 0.13 1.41 -0.93
N 1.76 0.30 -0.11
H -1.30 -0.76 -1.25
H 2.23 0.46 -1.01
H -2.35 0.35 -0.39
H -0.50 -0.21 1.62
N 1.46 -1.14 -0.04
H -2.16 -1.31 0.20
C -1.64 -0.47 -0.26
H 0.61 1.83 0.72
C 0.50 1.00 0.01
H 1.77 -1.44 0.89
```

## Properties
HOMO level (alpha / beta) (eV): -8.38 / -8.06
Total charge: 0

natural (NBO) atomic charge list, values in e, 8 entries: 0.00 0.18 -0.52 0.23 0.35 0.22 0.19 -0.39



On energetic grounds, <a> is preferred over the next structure by 2.426 eV.



<a>
DFT (ωB97M-V/def2-TZVPD) results for C3H8N2 in the gas phase.

Structure (XYZ):
```
13
Properties=species:S:1:pos:R:3
C 0.93 0.48 0.60
H -2.07 -1.05 0.68
H 2.43 -0.95 0.12
H 0.86 -0.26 1.34
C -0.33 1.06 -0.03
H 1.96 -0.28 -1.33
C 1.55 -0.63 -0.46
H -0.68 -0.83 1.06
H -0.13 1.93 -0.54
H 1.69 1.19 1.07
N -1.29 0.34 -0.55
H 0.73 -1.25 -0.80
N -1.23 -0.91 0.24
```

## Properties
HOMO level (eV): -9.21
Total charge: 0
SMILES string: CC/C=N\N

natural (NBO) atomic charge list, values in e, 8 entries: -0.49 0.35 0.21 0.20 0.04 0.20 -0.59 0.32



<b>
DFT (ωB97M-V/def2-TZVPD) results for C3H8N2 in the gas phase.

Structure (XYZ):
```
13
Properties=species:S:1:pos:R:3
H -1.88 -1.08 1.63
H 1.27 2.20 -0.42
H 1.61 -1.03 0.69
H 0.72 1.45 -1.91
N -1.15 -1.17 0.94
H 0.79 -1.67 -0.77
H -0.47 2.32 -0.84
H -0.31 -1.56 1.40
C 0.42 1.66 -0.86
H 2.08 -0.44 -0.91
N -0.96 0.10 0.38
C 0.18 0.30 -0.19
C 1.22 -0.75 -0.30
```

## Properties
HOMO level (eV): -8.69
Total charge: 0
SMILES string: CC(C)=NN

natural (NBO) atomic charge list, values in e, 8 entries: 0.36 0.22 0.22 0.21 -0.66 0.24 0.23 0.34



On energetic grounds, <b> is preferred over the next structure by 2.330 eV.



<a>
DFT (ωB97M-V/def2-TZVPD) results for C3H8N2 in the gas phase.

Structure (XYZ):
```
13
Properties=species:S:1:pos:R:3
H -1.23 -1.46 0.66
N 0.58 -0.32 0.60
H 1.53 -0.81 -1.20
C -1.65 0.53 -0.18
H -2.65 0.14 -0.40
C -0.71 -0.64 0.03
H -0.53 -1.06 -0.99
H -1.72 1.17 0.71
C 1.65 -0.26 -0.30
H 0.46 0.35 1.42
H 2.79 0.87 0.77
N 2.79 0.30 -0.14
H -1.34 1.19 -0.97
```

## Properties
HOMO level (eV): -9.04
Total charge: 0
SMILES string: [H]/N=C\NCC

natural (NBO) atomic charge list, values in e, 8 entries: 0.18 -0.64 0.16 -0.62 0.22 -0.21 0.20 0.20



<b>
DFT (ωB97M-V/def2-TZVPD) results for 2 unconnected molecules or ions with the total composition C3H8N2.

Structure (XYZ):
```
13
Properties=species:S:1:pos:R:3
C -2.12 0.42 2.47
H 0.23 -0.53 2.93
H 0.70 1.36 -3.06
H 0.78 -0.42 -2.76
H 2.92 1.30 -3.70
H 0.08 -1.83 1.83
N -1.67 -0.67 2.02
H -1.45 1.22 2.79
H -3.19 0.53 2.66
H 0.27 -0.21 1.21
C -0.23 -0.79 1.98
N 2.55 0.40 -3.38
C 1.33 0.46 -3.09
```

## Properties
HOMO level (eV): -9.80
Total charge: 0
SMILES string: C=NC.C=N

natural (NBO) atomic charge list, values in e, 8 entries: -0.06 0.19 0.14 0.15 0.33 0.20 -0.38 0.14



<c>
DFT (ωB97M-V/def2-TZVPD) results for 2 unconnected molecules or ions with the total composition C3H8N2.

Structure (XYZ):
```
13
Properties=species:S:1:pos:R:3
H -3.14 -1.87 -0.48
H 2.36 2.22 -0.09
C 1.56 1.54 -0.35
C 0.62 0.65 1.61
H 0.55 1.98 -0.47
H -0.54 -1.22 -1.36
H -1.57 -1.72 0.53
C -2.10 -1.56 -0.41
N 1.55 0.60 0.76
H 0.86 0.13 2.53
N -1.53 -1.40 -1.54
H 1.68 1.04 -1.31
H -0.32 1.20 1.45
```

## Properties
HOMO level (eV): -9.68
Total charge: 0
SMILES string: C=NC.C=N

natural (NBO) atomic charge list, values in e, 8 entries: 0.16 0.22 -0.45 -0.08 0.17 0.32 0.15 -0.06



On energetic grounds, <a> is preferred over the next structure by 1.392 eV.



<a>
DFT (ωB97M-V/def2-TZVPD) results for 2 unconnected molecules or ions with the total composition C2H4O2S2.

Structure (XYZ):
```
10
Properties=species:S:1:pos:R:3
C 1.17 -0.46 0.46
H 0.50 1.09 1.17
S -1.99 0.22 -0.54
C 0.01 0.10 1.10
H -0.60 -0.42 1.90
O -2.45 1.46 -1.05
S 2.18 -0.01 -0.76
H 1.26 0.30 -1.82
O -1.59 -0.88 -1.42
H 1.50 -1.41 0.97
```

## Properties
HOMO level (alpha / beta) (eV): -8.64 / -8.64
Total charge: 0

natural (NBO) atomic charge list, values in e, 8 entries: -0.34 0.25 1.67 -0.58 0.24 -0.85 0.10 0.17



<b>
DFT (ωB97M-V/def2-TZVPD) results for a molecular structure, C2H4O2S2.

Structure (XYZ):
```
10
Properties=species:S:1:pos:R:3
S 0.10 -1.51 0.52
C -1.08 -0.60 -0.59
H -0.07 -0.89 1.83
H -2.01 1.15 -1.21
S 2.33 -0.06 0.06
H -1.49 -1.18 -1.39
H -0.95 1.43 0.25
O 1.59 1.12 -0.38
O 2.76 -0.17 1.41
C -1.18 0.72 -0.50
```

## Properties
HOMO level (eV): -9.43
Total charge: 0

natural (NBO) atomic charge list, values in e, 8 entries: -0.02 -0.33 0.18 0.20 1.64 0.23 0.22 -0.88



<c>
DFT (ωB97M-V/def2-TZVPD) results for 2 unconnected molecules or ions with the total composition C2H4O2S2.

Structure (XYZ):
```
10
Properties=species:S:1:pos:R:3
C 0.73 -0.51 -0.70
S 1.82 -0.04 0.35
H 0.34 -1.57 -0.84
H -2.28 -0.93 0.71
C -1.13 0.50 -0.30
O 1.79 1.36 0.69
H -1.81 0.19 -1.15
S -1.70 0.09 1.32
O 3.07 -0.73 0.33
H -0.84 1.63 -0.41
```

## Properties
HOMO level (eV): -9.22
Total charge: 0

natural (NBO) atomic charge list, values in e, 8 entries: -0.71 2.03 0.25 0.12 -0.51 -0.87 0.23 0.08



On energetic grounds, <b> is preferred over the next structure by 1.535 eV.



<a>
DFT (ωB97M-V/def2-TZVPD) results for 2 unconnected molecules or ions with the total composition C2H6N3.

Structure (XYZ):
```
11
Properties=species:S:1:pos:R:3
H 1.47 1.17 1.11
H 0.62 -1.26 1.49
H -1.77 -2.42 1.41
C -0.36 -1.07 1.16
H 1.65 1.85 -0.46
H -0.32 0.91 -2.09
N 1.22 1.10 0.10
N -1.47 -1.51 0.99
C 0.30 0.30 -0.33
N -0.41 0.21 -1.39
H -1.35 -0.19 -1.33
```

## Properties
HOMO level (eV): -14.34
Total charge: +1

natural (NBO) atomic charge list, values in e, 8 entries: 0.44 0.21 0.43 0.25 0.42 0.41 -0.76 -0.57



<b>
DFT (ωB97M-V/def2-TZVPD) results for a gas-phase ion, C2H6N3 (charge +1).

Structure (XYZ):
```
11
Properties=species:S:1:pos:R:3
N 0.21 1.23 -0.10
H -1.79 -0.83 -1.05
H -2.63 -0.61 0.34
C -0.54 0.13 0.48
C 0.76 0.09 -0.12
H 1.89 -1.54 0.15
H 2.88 -0.26 -0.31
H -0.81 0.29 1.52
N 1.85 -0.61 -0.29
H 0.23 2.29 -0.30
N -2.06 -0.18 -0.32
```

## Properties
HOMO level (eV): -14.60
Total charge: +1
SMILES string: N[C@@H]1NC1=[NH2+]

natural (NBO) atomic charge list, values in e, 8 entries: -0.46 0.37 0.37 0.08 0.52 0.44 0.46 0.23



On energetic grounds, <a> is preferred over the next structure by 0.942 eV.